Record 1
Computed, not measured: 12 unconnected molecules or ions with the total composition C56H145N17O15P4, with wB97M-V/def2-TZVPD.

Its HOMO energy is -7.931 eV. The max |F| comes out at 5.7 eV Å⁻¹. As for the gap between HOMO and LUMO: 8.27 eV. Its SMILES is CN(C)P(=O)(N(C)C)N(C)C.CN(C)P(=O)(N(C)C)N(C)C.CN(C)P(=O)(N(C)C)N(C)C.CN(C)P(=O)(N(C)C)N(C)C.COC[C@H](C)N.COC[C@H](C)N.COC[C@H](C)N.COC[C@H](C)N.COC[C@H](C)N.O=C1CCCO1.O=C1CCCO1.O=C1CCCO1. The value obtained for the relative energy (zero: lowest compared OMol25 entry of this formula, charge and spin) is 5.452 eV.

Geometry as XYZ:
```
237
Properties=species:S:1:pos:R:3:lowdin_charge:R:1
P -18.653 -6.127 -8.211 0.641
P -20.944 2.086 -1.700 0.642
P -9.864 2.387 -6.027 0.615
P -13.183 -2.811 -8.670 0.613
O -20.870 -0.828 -7.751 0.053
O -9.909 1.669 -4.733 -0.299
O -13.599 2.739 -0.439 0.026
O -16.501 1.470 -7.014 -0.236
O -17.227 -6.301 -7.734 -0.315
O -15.513 3.474 -3.054 0.059
O -21.355 -3.396 -4.086 -0.195
O -21.901 4.404 -7.613 -0.182
O -17.131 2.442 -10.817 -0.213
O -14.287 0.932 -1.584 0.035
O -21.192 1.332 -2.965 -0.289
O -14.937 5.574 -2.598 0.061
O -22.982 -1.147 -7.252 0.047
O -12.767 -1.410 -8.974 -0.293
O -16.893 -4.876 -2.567 -0.170
N -19.416 2.797 -1.508 -0.304
N -11.123 1.845 -7.070 -0.292
N -8.519 2.135 -7.101 -0.337
N -18.579 3.316 -6.313 0.066
N -10.030 4.083 -5.815 -0.311
N -19.802 -2.908 -0.588 0.060
N -11.853 -3.849 -8.916 -0.324
N -14.487 -3.381 -9.604 -0.306
N -19.835 -7.197 -7.570 -0.280
N -14.750 3.788 -9.228 0.054
N -19.328 -4.586 -7.957 -0.281
N -16.998 -1.877 -1.208 0.034
N -21.979 3.526 -1.665 -0.302
N -16.261 0.093 -3.410 0.051
N -18.859 -6.424 -9.926 -0.293
N -13.707 -3.107 -7.044 -0.285
N -21.360 1.199 -0.279 -0.284
C -12.502 2.510 -2.540 -0.046
C -18.732 -7.792 -10.431 -0.140
C -14.954 5.569 -10.846 -0.067
C -19.705 3.587 -7.229 -0.408
C -22.403 0.161 -0.351 -0.104
C -14.808 -4.769 -9.646 -0.153
C -15.954 -2.810 -1.483 -0.442
C -12.378 3.427 -0.326 -0.188
C -23.939 -0.676 -6.350 -0.143
C -18.261 -5.488 -10.838 -0.134
C -15.651 4.349 -10.232 -0.417
C -23.120 -0.340 -5.058 -0.154
C -19.841 2.325 -8.026 -0.036
C -23.006 5.124 -7.215 -0.147
C -15.329 6.881 -2.931 -0.141
C -18.147 1.840 -11.611 -0.103
C -17.427 -5.343 -3.798 -0.119
C -13.886 -1.949 -6.156 -0.107
C -11.219 4.907 -6.140 -0.087
C -16.004 1.157 -5.662 -0.110
C -11.135 1.797 -8.500 -0.112
C -11.498 -3.977 -10.300 -0.141
C -20.613 -4.103 -8.489 -0.109
C -15.631 -3.471 -0.159 -0.061
C -16.724 0.041 -4.790 -0.345
C -7.814 0.875 -7.201 -0.118
C -18.302 0.265 -4.683 -0.017
C -13.573 1.977 -1.540 -0.408
C -19.058 3.961 -2.353 -0.085
C -7.732 3.206 -7.598 -0.145
C -16.147 6.761 -4.231 -0.129
C -16.151 -3.647 -2.765 -0.157
C -14.315 -4.348 -6.456 -0.081
C -20.388 -3.018 -3.127 -0.203
C -22.104 4.343 -0.370 -0.098
C -11.900 3.699 -1.691 -0.152
C -20.916 4.158 -6.549 -0.153
C -21.000 1.614 1.052 -0.140
C -23.025 3.723 -2.674 -0.115
C -21.917 -3.891 -1.292 -0.072
C -21.084 -7.519 -8.328 -0.121
C -21.859 0.093 -5.648 -0.114
C -15.552 4.697 -3.321 -0.471
C -16.383 0.502 -8.024 -0.121
C -18.279 2.026 -1.042 -0.095
C -16.496 5.300 -4.299 -0.088
C -16.182 3.383 -11.337 -0.182
C -18.441 -3.457 -7.403 -0.067
C -10.740 -3.817 -8.031 -0.132
C -15.249 -2.523 -10.518 -0.079
C -19.691 -7.974 -6.349 -0.117
C -12.410 1.576 -6.429 -0.113
C -21.007 -4.677 -4.722 -0.060
C -9.099 4.696 -4.852 -0.123
C -20.476 -3.666 -1.667 -0.422
C -21.835 -0.549 -7.017 -0.443
H -20.159 -8.950 -6.478 0.076
H -12.646 2.417 -5.776 0.061
H -14.353 -1.223 -6.822 0.052
H -21.946 -4.083 -0.220 0.074
H -18.777 -8.076 -5.764 0.083
H -15.988 -1.968 -9.941 0.061
H -15.326 0.419 -8.275 0.075
H -19.768 2.703 -9.046 0.076
H -8.483 0.018 -7.127 0.083
H -17.680 -3.788 -6.696 0.046
H -7.149 0.787 -8.061 0.081
H -21.879 -5.136 -5.187 0.085
H -10.831 3.507 -1.786 0.114
H -21.065 -8.485 -8.832 0.063
H -14.559 5.340 -11.836 0.070
H -17.900 2.736 -6.786 0.026
H -22.479 -2.961 -1.385 0.063
H -17.322 2.547 -1.063 0.083
H -13.934 -4.494 -5.445 0.078
H -15.528 -5.032 -8.870 0.052
H -17.043 -1.217 -1.971 0.029
H -20.812 1.834 -7.968 0.068
H -17.730 -8.122 -10.707 0.077
H -23.398 0.547 -0.129 0.076
H -13.890 3.628 -9.733 0.061
H -19.255 -8.038 -11.355 0.081
H -22.858 6.181 -7.439 0.077
H -24.422 0.234 -6.706 0.125
H -12.972 2.920 -3.435 0.091
H -21.350 -6.902 -9.186 0.069
H -20.989 -0.279 -5.106 0.103
H -14.646 -1.763 -11.015 0.077
H -12.416 -4.092 -10.877 0.068
H -18.629 2.572 -12.258 0.087
H -11.795 1.746 -2.864 0.108
H -9.621 5.016 -3.950 0.072
H -21.727 2.254 1.552 0.068
H -14.121 6.002 -10.292 0.074
H -8.342 3.952 -4.605 0.075
H -15.711 6.330 -11.039 0.074
H -20.067 2.177 1.076 0.060
H -16.314 4.841 -5.271 0.126
H -16.001 2.131 -5.174 0.105
H -15.973 7.232 -2.125 0.129
H -20.398 -4.292 -5.541 0.059
H -7.491 2.991 -8.638 0.087
H -14.467 7.524 -3.104 0.128
H -13.227 1.402 -7.129 0.068
H -12.981 -1.744 -5.584 0.090
H -22.266 -0.581 0.436 0.077
H -11.891 4.572 -6.930 0.073
H -10.098 1.852 -8.832 0.067
H -20.368 -7.550 -5.607 0.059
H -16.773 -1.317 -0.397 0.084
H -23.935 4.978 -7.766 0.087
H -8.520 5.565 -5.162 0.076
H -24.674 -1.457 -6.159 0.127
H -20.493 -5.435 -4.131 0.077
H -19.394 4.382 -7.906 0.130
H -21.292 3.392 -5.871 0.106
H -16.473 1.025 -3.085 0.045
H -17.533 5.089 -4.039 0.098
H -15.245 -2.863 0.658 0.078
H -12.230 4.557 -2.276 0.103
H -15.449 2.773 -11.866 0.122
H -21.837 1.182 -5.626 0.112
H -17.679 1.077 -12.233 0.075
H -22.570 3.699 -3.664 0.053
H -14.731 -2.268 -5.547 0.054
H -23.736 2.921 -2.476 0.079
H -10.990 -3.085 -10.667 0.086
H -10.831 -4.747 -7.470 0.077
H -18.822 -0.618 -4.310 0.056
H -15.255 0.008 -3.444 0.065
H -10.706 -3.056 -7.252 0.078
H -16.945 0.616 -8.951 0.078
H -19.349 -3.127 -3.439 0.093
H -10.925 -4.869 -10.550 0.087
H -20.400 -3.123 -8.915 0.072
H -23.057 5.115 -6.126 0.075
H -15.015 -5.159 -10.642 0.081
H -9.756 -3.846 -8.498 0.084
H -19.888 -4.581 -1.744 0.122
H -11.728 2.669 0.111 0.136
H -19.911 4.621 -2.514 0.075
H -20.694 5.114 -6.075 0.127
H -20.343 -2.070 -0.426 0.047
H -15.046 -2.267 -1.746 0.121
H -16.556 -3.016 -3.556 0.105
H -21.271 4.678 0.248 0.070
H -22.527 -4.617 -1.830 0.074
H -11.409 2.818 -8.767 0.063
H -18.977 -8.592 -9.733 0.069
H -15.156 2.884 -9.031 0.046
H -16.405 -4.156 0.188 0.080
H -22.446 -0.294 -1.341 0.063
H -18.520 1.025 -3.933 0.052
H -14.086 -5.204 -7.090 0.070
H -20.802 0.750 1.687 0.087
H -15.554 7.068 -5.093 0.121
H -6.901 3.290 -6.898 0.086
H -19.059 -2.864 -6.727 0.066
H -20.551 -1.959 -2.929 0.107
H -14.759 -4.097 -0.350 0.074
H -11.746 1.048 -9.003 0.076
H -18.752 0.408 -5.665 0.062
H -18.884 -2.836 -1.003 0.019
H -16.735 -5.615 -4.595 0.081
H -11.776 5.147 -5.234 0.070
H -18.262 1.142 -1.680 0.071
H -23.361 4.760 -2.640 0.076
H -18.162 4.409 -1.922 0.083
H -17.949 -6.251 -3.495 0.088
H -16.353 -0.867 -5.264 0.097
H -23.507 0.451 -4.417 0.109
H -20.814 -4.831 -9.276 0.049
H -8.347 4.106 -7.573 0.071
H -12.355 4.342 0.265 0.133
H -18.382 1.978 0.042 0.069
H -18.920 3.543 -3.350 0.059
H -21.571 -4.052 -7.972 0.080
H -13.892 -5.303 -9.396 0.070
H -10.703 5.768 -6.566 0.078
H -18.679 2.774 -5.468 0.040
H -19.049 1.598 -7.844 0.067
H -15.400 -4.250 -6.442 0.054
H -16.584 4.624 -9.739 0.130
H -16.729 -0.501 -7.770 0.075
H -22.472 5.332 -0.642 0.065
H -14.965 0.874 -5.829 0.086
H -18.457 -5.663 -11.895 0.088
H -15.179 -3.928 -3.173 0.111
H -12.392 0.650 -5.855 0.068
H -23.115 -1.220 -4.414 0.111
H -7.101 0.753 -6.385 0.077
H -17.176 -5.469 -10.742 0.050
H -18.859 1.159 -11.144 0.083
H -15.698 -3.232 -11.214 0.074
H -22.779 3.842 0.324 0.059
H -17.070 7.307 -4.038 0.117
H -18.582 -4.464 -10.645 0.076
H -18.198 -4.696 -4.215 0.050
H -17.979 -2.906 -8.222 0.070
H -21.934 -7.704 -7.671 0.079
H -16.475 4.010 -12.179 0.112
```


Record 2
Computed, not measured: 14 unconnected molecules or ions with the total composition C56H154N14O14, with wB97M-V/def2-TZVPD.

Its HOMO energy is -8.088 eV. The max |F| comes out at 3.1 eV Å⁻¹. As for the gap between HOMO and LUMO: 8.55 eV. The value obtained for the relative energy (zero: lowest compared OMol25 entry of this formula, charge and spin) is 3.540 eV.

Geometry as XYZ:
```
238
Properties=species:S:1:pos:R:3:lowdin_charge:R:1
O -1.276 17.959 -15.795 -0.232
O -1.162 25.593 -8.664 -0.194
O -7.101 24.788 -15.047 -0.219
O -5.493 18.150 -20.308 -0.260
O 1.739 18.145 -12.588 -0.218
O -8.220 21.512 -17.585 -0.174
O -4.529 20.395 -10.961 -0.219
O -1.740 18.364 -20.129 -0.164
O -3.307 22.974 -16.470 -0.230
O 1.147 26.049 -13.269 -0.156
O 0.562 21.770 -7.679 -0.216
O -1.625 26.822 -17.655 -0.141
O -0.999 22.944 -20.339 -0.223
O -5.075 25.692 -20.090 -0.208
N -0.405 15.432 -13.211 0.052
N 2.455 21.904 -19.539 0.036
N -1.646 15.946 -18.324 0.051
N -4.590 22.950 -9.569 0.062
N -2.436 25.949 -12.492 0.024
N -6.853 16.910 -23.518 0.034
N -1.739 24.131 -11.076 0.019
N -5.853 22.796 -12.309 0.049
N -4.007 25.462 -15.244 0.064
N 4.700 15.978 -12.193 0.026
N 1.690 18.494 -8.851 0.056
N -8.331 18.690 -16.569 0.061
N -3.109 22.920 -13.406 0.055
N -5.042 29.315 -20.373 0.034
C 2.664 17.265 -11.967 -0.210
C -3.980 20.511 -9.645 -0.189
C 0.418 22.946 -20.412 -0.217
C 3.598 16.587 -12.975 -0.406
C -5.315 26.956 -20.660 -0.228
C -3.497 21.929 -9.379 -0.419
C 1.198 19.890 -8.937 -0.434
C -5.673 24.629 -20.784 -0.110
C -9.771 19.570 -14.801 -0.069
C -4.698 19.073 -11.388 -0.115
C -6.646 24.563 -13.738 -0.228
C -3.581 26.424 -16.284 -0.399
C -8.186 22.741 -13.149 -0.055
C 0.433 22.427 -6.423 -0.090
C -0.455 17.014 -15.112 -0.192
C -1.110 26.537 -12.689 -0.379
C -7.462 26.118 -15.305 -0.101
C 0.882 22.820 -17.950 -0.054
C -6.735 23.084 -13.418 -0.436
C -0.644 27.200 -11.389 -0.044
C -1.917 20.874 -13.789 -0.038
C -3.885 27.853 -15.867 -0.044
C -1.258 16.205 -14.125 -0.405
C -3.150 22.686 -17.855 -0.067
C -5.080 28.036 -19.652 -0.435
C 2.299 19.354 -13.047 -0.099
C -2.128 17.103 -13.267 -0.073
C 1.005 22.130 -19.295 -0.430
C 0.927 20.416 -7.540 -0.221
C -4.856 18.262 -23.219 -0.053
C -1.617 23.663 -21.379 -0.095
C -0.154 25.508 -13.228 -0.208
C -7.237 22.536 -17.599 -0.081
C -8.563 21.139 -16.269 -0.235
C -6.142 27.983 -18.533 -0.050
C -6.457 17.859 -21.281 -0.215
C 2.844 15.509 -13.764 -0.066
C -0.799 26.482 -7.660 -0.114
C -0.509 23.950 -10.234 -0.352
C -1.873 19.749 -20.337 -0.111
C -0.655 18.961 -16.538 -0.127
C -9.229 19.786 -16.209 -0.419
C -2.360 22.164 -14.433 -0.396
C -2.673 16.334 -19.304 -0.413
C -3.018 22.021 -7.937 -0.063
C -3.977 15.673 -18.878 -0.062
C -2.097 26.223 -16.523 -0.235
C -5.818 17.296 -22.550 -0.440
C -2.834 17.825 -19.447 -0.232
C -6.060 18.355 -19.031 -0.106
C 2.019 25.202 -13.906 -0.132
C -1.959 26.096 -18.809 -0.104
C -0.081 25.205 -9.491 -0.232
C 0.601 23.388 -11.109 -0.056
C -3.276 21.882 -15.591 -0.183
C -0.040 19.967 -9.809 -0.044
H -5.266 19.083 -12.320 0.088
H -1.264 20.982 -12.923 0.077
H 2.108 18.250 -9.742 0.022
H 0.757 23.995 -20.285 0.136
H -3.824 21.866 -18.151 0.089
H 1.482 19.939 -13.475 0.081
H -3.287 28.144 -14.996 0.077
H -4.940 27.982 -15.629 0.058
H -4.780 15.803 -19.608 0.066
H -0.521 25.160 -14.200 0.121
H -4.886 23.028 -12.547 0.037
H -10.571 18.834 -14.716 0.077
H -3.792 18.108 -19.910 0.086
H 4.063 17.262 -13.695 0.131
H 1.886 20.374 -6.994 0.127
H -7.045 18.765 -21.510 0.136
H -5.369 22.723 -8.949 0.068
H 2.759 19.909 -12.222 0.092
H -4.091 27.961 -19.189 0.125
H -8.784 23.011 -14.020 0.065
H 2.929 22.801 -19.425 0.068
H -0.090 24.651 -12.534 0.067
H -2.237 21.266 -7.760 0.068
H -0.279 21.898 -5.782 0.091
H -10.092 19.804 -16.887 0.137
H -4.749 20.227 -8.904 0.132
H -1.102 28.180 -11.259 0.095
H 1.991 20.534 -9.346 0.133
H -1.876 15.453 -14.619 0.144
H -1.410 20.233 -14.508 0.043
H -5.216 18.447 -10.654 0.093
H 2.019 15.943 -14.327 0.051
H -9.292 21.869 -15.879 0.121
H -7.071 22.758 -18.650 0.075
H -1.841 25.155 -16.498 0.119
H -0.418 20.989 -9.760 0.054
H -2.885 16.536 -12.717 0.079
H -0.754 16.341 -18.645 0.072
H -1.569 17.722 -12.562 0.080
H -2.537 23.033 -12.561 0.042
H -2.692 23.494 -21.362 0.082
H -1.766 16.543 -17.500 0.043
H -3.570 28.535 -16.664 0.082
H -5.873 29.446 -20.950 0.073
H 0.013 23.416 -6.620 0.074
H -4.280 21.684 -15.200 0.130
H 1.564 23.670 -17.859 0.083
H -7.516 23.433 -17.041 0.078
H -7.559 16.313 -23.093 0.069
H -1.591 26.707 -15.685 0.119
H -6.764 24.728 -20.835 0.094
H -2.633 23.004 -7.692 0.072
H -9.007 19.231 -14.086 0.078
H -0.926 26.568 -10.538 0.040
H -0.015 19.609 -15.930 0.082
H -3.009 25.816 -18.859 0.058
H -4.767 27.125 -21.599 0.133
H -1.465 24.744 -21.252 0.080
H -7.140 17.064 -20.940 0.130
H -5.286 24.582 -21.815 0.091
H -6.464 17.401 -18.655 0.093
H -2.699 22.163 -10.087 0.101
H -6.305 22.153 -17.149 0.083
H -1.142 27.368 -13.420 0.131
H 3.002 25.664 -13.982 0.093
H 0.079 16.405 -15.858 0.127
H -5.082 30.099 -19.727 0.071
H 3.219 17.769 -11.170 0.109
H 3.008 19.219 -13.874 0.087
H 0.302 17.613 -14.578 0.112
H -7.226 25.140 -12.996 0.136
H -5.363 23.708 -20.297 0.072
H -0.131 18.577 -17.424 0.094
H 2.473 18.497 -8.197 0.072
H -6.867 19.087 -19.119 0.090
H -1.482 22.789 -14.653 0.136
H -3.836 21.716 -7.277 0.080
H -0.893 23.238 -9.494 0.103
H -10.108 20.517 -14.366 0.068
H -4.966 22.737 -10.506 0.013
H 0.759 24.923 -8.833 0.137
H -5.901 28.789 -17.841 0.070
H -3.133 19.805 -9.569 0.114
H -4.125 26.206 -17.217 0.118
H -6.065 27.010 -18.048 0.055
H -1.811 20.385 -19.437 0.066
H -7.685 21.162 -15.605 0.120
H -5.237 16.422 -22.233 0.140
H 4.366 15.145 -11.711 0.072
H -0.121 23.206 -17.760 0.056
H -5.254 18.589 -18.338 0.088
H -2.755 17.778 -13.862 0.068
H -7.495 18.944 -17.065 0.029
H -3.515 23.542 -18.421 0.080
H 1.118 22.105 -17.161 0.077
H 0.408 15.909 -12.846 0.026
H -7.561 26.249 -16.387 0.079
H -2.447 24.604 -10.499 0.086
H 3.504 14.921 -14.404 0.080
H -1.339 25.179 -18.850 0.079
H 2.200 24.266 -13.345 0.082
H -1.652 26.627 -19.712 0.097
H 0.549 21.138 -19.264 0.125
H -0.815 19.291 -9.450 0.081
H 1.156 22.579 -10.621 0.071
H -2.973 25.863 -13.366 0.056
H -2.978 26.570 -11.899 0.108
H -0.031 14.620 -13.692 0.070
H -3.728 18.622 -11.639 0.063
H -0.286 27.348 -8.096 0.094
H -2.796 20.292 -13.491 0.081
H -5.625 24.953 -13.590 0.105
H 1.434 24.082 -11.309 0.081
H 2.069 16.462 -11.518 0.129
H -2.128 22.391 -18.097 0.064
H -1.558 24.897 -11.746 -0.023
H -2.416 15.872 -20.262 0.144
H 1.668 24.907 -14.903 0.087
H -0.143 26.011 -6.913 0.083
H 5.440 15.624 -12.790 0.068
H 1.419 22.558 -5.965 0.090
H 0.220 26.014 -10.171 0.071
H -7.361 17.759 -23.769 0.072
H -3.868 14.603 -18.716 0.077
H -5.375 19.173 -23.536 0.083
H -3.722 24.548 -15.636 0.055
H 2.605 21.682 -20.522 0.066
H -7.116 28.145 -18.998 0.084
H 2.411 14.750 -13.098 0.080
H -2.860 18.267 -18.432 0.121
H -4.063 18.538 -22.524 0.064
H -1.023 20.089 -20.936 0.086
H 0.264 19.737 -10.833 0.066
H -8.377 21.684 -12.932 0.070
H -8.496 26.294 -14.968 0.098
H 0.178 19.812 -7.016 0.135
H -6.429 22.651 -14.396 0.120
H -2.906 20.992 -16.117 0.110
H -5.872 21.799 -12.108 0.065
H -4.398 17.811 -24.098 0.080
H -5.027 25.370 -15.247 0.046
H -6.381 27.002 -20.967 0.129
H 0.439 27.315 -11.367 0.094
H -1.516 19.521 -16.907 0.069
H -1.687 26.808 -7.124 0.091
H -6.754 26.820 -14.865 0.082
H -2.798 20.011 -20.864 0.089
H -8.111 18.061 -15.817 0.063
H -1.214 23.344 -22.350 0.093
H 0.751 22.632 -21.414 0.125
H -8.551 23.298 -12.282 0.086
H 0.272 23.073 -12.099 0.071
H -3.275 23.871 -13.742 0.036
H -4.279 16.092 -17.909 0.082
```


Number 1: LUMO 0.338 eV. Number 2: LUMO 0.463 eV.